A 8-piece molecular cluster, C42H98N6O18 overall at a distorted geometry, computed with ωB97M-V with the def2-TZVPD basis set.

```
164
Properties=species:S:1:pos:R:3:forces:R:3
C -0.64585 -21.98603 16.13879 1.47 -0.32 -0.30
O -0.37952 -23.28683 15.53487 -1.20 1.60 0.10
C -0.75176 -23.31497 14.14454 0.66 0.05 0.02
C -2.08706 -23.96881 13.85510 -0.67 -0.54 1.54
N -3.33315 -23.20022 14.04242 1.23 0.51 -0.65
C -3.39434 -21.95505 13.30020 -0.08 0.10 1.18
C -4.41998 -21.05709 13.94060 -0.05 1.19 -1.53
O -5.68831 -21.21813 13.33883 -1.60 -0.87 0.90
C -6.62502 -21.96398 14.13765 -0.46 0.09 -0.94
H 0.18596 -21.32154 15.90505 0.09 0.26 -0.75
H -0.48973 -22.00573 17.21738 -0.86 -0.71 0.10
H -1.56525 -21.50110 15.81069 -0.21 -0.41 0.23
H -0.00363 -23.98960 13.72827 0.00 0.02 -0.32
H -0.63600 -22.34895 13.65309 0.21 0.25 0.18
H -2.06182 -24.62857 14.72238 -0.41 -0.93 -0.39
H -2.02599 -24.53313 12.92455 -0.03 0.02 -0.22
H -4.17101 -23.71619 13.81465 0.25 -0.54 0.10
H -3.63990 -21.99528 12.23898 -0.07 -0.36 -0.29
H -2.45565 -21.40345 13.35232 0.25 -0.29 0.18
H -4.10334 -20.09210 13.54483 -0.16 0.66 0.63
H -4.50498 -21.06546 15.02724 0.40 -0.14 -0.01
H -6.31745 -22.99716 14.29901 0.28 0.03 0.30
H -7.57077 -22.03207 13.60004 0.15 0.06 -0.55
H -6.96447 -21.48752 15.05735 0.79 0.22 0.36
C -7.23088 -25.23778 3.16257 0.74 0.81 -0.70
O -7.54974 -24.28407 4.12686 -2.25 -0.03 0.49
C -6.60944 -23.35217 4.58654 0.74 -0.71 -0.97
C -6.02191 -22.47185 3.43172 0.67 1.42 0.55
N -4.79303 -21.70745 3.76825 -0.32 -0.37 1.35
C -3.69892 -22.51352 4.27208 -0.53 0.52 -0.16
C -2.42477 -21.64358 4.20710 -0.34 -1.92 2.02
O -2.23333 -21.14688 2.93817 1.08 1.17 -0.55
C -1.82964 -19.76936 2.83084 -0.70 0.41 -0.09
H -6.24072 -25.65361 3.34903 0.19 -0.25 -0.09
H -7.24100 -24.71185 2.20790 0.29 -0.38 -0.46
H -7.96479 -26.03953 3.08096 -0.14 0.18 0.57
H -5.89486 -23.98970 5.10716 0.77 0.57 0.23
H -7.17127 -22.75503 5.30477 0.39 0.15 -0.02
H -6.75524 -21.67642 3.29902 -0.35 -0.29 -0.62
H -5.82227 -22.99324 2.49556 -0.50 -0.52 0.06
H -4.38776 -21.09770 3.07249 -0.76 -0.25 -0.64
H -3.63031 -23.46193 3.73925 0.53 -0.15 -0.59
H -3.98772 -22.83909 5.27143 0.64 0.27 0.40
H -1.61303 -22.29562 4.52962 0.45 -0.13 -0.27
H -2.46546 -20.90999 5.01227 -0.28 0.60 -0.26
H -2.76558 -19.25842 2.60483 0.30 0.51 -0.63
H -1.01514 -19.58258 2.13101 -0.51 -0.64 -0.74
H -1.42630 -19.19457 3.66452 -0.17 -0.98 1.13
C -3.83578 -20.47721 9.64971 0.82 -1.08 1.33
O -2.91612 -21.34971 9.01706 -0.61 0.11 -2.50
C -3.61704 -22.03064 7.89818 2.06 -0.56 0.41
C -4.47463 -23.14810 8.44976 0.97 0.87 0.53
N -5.80752 -22.73588 8.62037 -1.94 -0.15 -0.33
C -6.54358 -23.51045 9.60802 -1.29 1.86 1.04
C -7.82183 -22.66711 10.06965 1.79 -0.11 -1.99
O -8.85905 -22.85913 9.14103 -1.21 -0.75 -0.39
C -8.77155 -22.30691 7.79631 0.03 -0.53 0.99
H -4.51299 -21.18581 10.12653 -1.01 0.73 0.12
H -4.27203 -19.71519 9.00386 -0.15 -0.13 0.03
H -3.32000 -20.04104 10.50519 0.08 0.41 -0.33
H -2.82918 -22.54904 7.35169 0.37 0.33 -0.05
H -4.08245 -21.35237 7.18303 -0.32 0.33 0.33
H -4.00933 -23.18807 9.43464 0.34 -1.17 0.42
H -4.36866 -24.08651 7.90546 -0.07 -0.02 0.01
H -5.80428 -21.77598 8.93447 -0.22 0.08 -0.18
H -5.95926 -23.61471 10.52224 0.45 -0.45 0.25
H -6.86469 -24.48441 9.23872 0.04 0.02 -0.02
H -7.61295 -21.59752 10.04934 0.66 0.28 0.16
H -8.06562 -22.87475 11.11155 -0.71 -0.56 -0.31
H -9.05892 -21.25774 7.86520 0.01 0.09 -0.35
H -9.45042 -22.90724 7.19064 -0.45 0.30 0.20
H -7.81700 -22.43602 7.28614 0.32 0.19 0.65
C 4.19009 -24.99893 11.18247 0.58 -0.40 -0.55
O 3.10074 -25.84587 10.93354 -1.11 0.93 -0.31
C 1.99278 -25.49355 11.73859 -1.21 -0.95 0.27
C 0.67169 -25.92953 11.08932 1.11 -1.12 -1.35
N 0.51103 -25.29324 9.76187 -0.71 1.40 1.44
C 0.69628 -23.79416 9.77093 -0.19 -1.29 -0.26
C 0.19712 -23.25411 8.44232 1.38 0.49 -0.14
O 1.17649 -23.52818 7.41561 -0.38 0.52 -0.85
C 0.68141 -23.23275 6.07198 -1.14 -1.04 1.66
H 4.63582 -25.29126 12.13324 0.34 0.31 0.10
H 3.95720 -23.93449 11.15349 -0.38 0.09 0.28
H 4.87253 -25.15058 10.34617 0.31 -0.17 0.26
H 1.77338 -24.43309 11.86268 1.11 0.41 0.21
H 2.14815 -25.95415 12.71419 -0.25 0.09 0.34
H -0.16091 -25.89552 11.79195 -0.17 0.73 -0.16
H 0.70386 -26.97181 10.77193 0.22 -0.39 0.56
H 1.20118 -25.76415 9.19439 0.17 0.55 -0.36
H 1.69546 -23.50301 10.09493 0.45 0.15 -0.88
H 0.11251 -23.31217 10.55514 -0.70 -0.45 0.08
H 0.07840 -22.17104 8.47318 -0.23 0.18 0.18
H -0.77694 -23.71860 8.28886 -0.04 -0.16 -0.49
H 1.40596 -23.45371 5.28821 0.10 0.00 0.45
H 0.20328 -22.26374 5.92874 0.71 0.67 0.38
H -0.19636 -23.87649 6.01531 -0.03 -0.52 -0.78
C -14.26964 -24.39226 0.35768 0.97 0.03 0.80
O -14.36811 -25.43178 1.31395 -0.46 -0.02 -0.19
C -14.58549 -25.02335 2.66071 0.89 0.10 0.30
C -13.72508 -25.94120 3.53409 -0.55 0.63 0.11
N -12.34908 -25.90233 3.04828 0.50 -1.51 2.77
C -11.45030 -26.93199 3.74107 0.64 1.72 -2.05
C -10.70231 -26.43294 4.98825 -1.57 0.28 -0.27
O -11.65426 -26.09343 5.99455 -0.11 0.74 1.14
C -11.11017 -25.83241 7.32753 0.64 -1.86 -1.35
H -15.23568 -23.91200 0.20197 0.14 0.06 -0.44
H -13.72576 -24.74075 -0.52030 -0.96 -0.61 -0.39
H -13.50730 -23.68760 0.68994 -0.32 0.73 0.55
H -15.62240 -24.92059 2.98064 -0.40 -0.84 -0.30
H -14.24810 -24.00031 2.82699 0.60 0.23 -0.31
H -14.17442 -26.91662 3.72051 0.08 -0.80 -1.21
H -13.82078 -25.63582 4.57606 0.57 0.95 0.12
H -12.22064 -25.71143 2.06484 -0.19 -0.77 0.20
H -10.62927 -27.08506 3.04065 0.31 0.16 -0.28
H -11.80405 -27.96224 3.78042 -0.95 0.17 0.60
H -10.14644 -25.54171 4.69704 0.28 0.05 0.09
H -10.02933 -27.23918 5.28009 0.20 -0.06 0.42
H -10.38351 -25.02454 7.41361 -0.24 0.38 -0.36
H -10.55785 -26.75593 7.50117 0.37 -0.02 0.67
H -11.86216 -25.78708 8.11529 -0.39 0.27 -0.59
C -3.39927 -17.52041 11.98044 -0.51 0.45 -0.24
O -4.57036 -18.03192 11.28779 1.42 0.23 0.76
C -5.79071 -18.15577 12.01792 -1.02 0.83 -0.02
C -6.88822 -17.17864 11.48646 1.21 -0.85 -0.91
N -6.64887 -15.81738 11.84794 0.70 1.47 1.68
C -7.54776 -14.71876 11.55522 -0.21 -0.40 -1.12
C -8.08960 -14.76147 10.11313 0.39 0.57 1.41
O -9.08401 -13.75087 10.09602 -0.42 -0.90 -0.02
C -9.64963 -13.57563 8.82356 0.13 0.22 0.04
H -3.47893 -16.44402 12.13255 -0.32 0.13 0.28
H -2.47085 -17.60301 11.41534 -0.43 -0.49 -0.80
H -3.12731 -17.98296 12.92923 -0.71 -0.30 0.24
H -5.72806 -17.98383 13.09245 0.67 0.24 0.17
H -6.14558 -19.18381 11.94503 0.03 -0.03 -0.40
H -7.83748 -17.58808 11.83194 -0.24 0.36 0.16
H -6.86381 -17.25112 10.39915 -0.24 -0.53 -0.06
H -5.68713 -15.51193 11.80482 -0.10 -0.44 -0.18
H -7.08299 -13.73966 11.67121 0.39 -0.23 0.35
H -8.42690 -14.71360 12.19957 -0.10 -0.17 0.16
H -8.38731 -15.80321 9.99378 -0.90 0.11 -0.68
H -7.32281 -14.53044 9.37368 0.27 -0.04 -0.13
H -9.96202 -14.51692 8.37136 0.03 -0.19 -0.05
H -8.89027 -13.09653 8.20557 -0.14 0.09 -0.51
H -10.53002 -12.93902 8.91156 0.13 0.09 0.05
C -6.48742 -19.28235 5.78847 -1.46 -0.82 -3.03
C -7.29752 -17.95313 5.70190 1.57 -1.75 -1.91
O -7.18807 -17.66414 7.02737 -1.52 4.86 2.09
C -7.18973 -18.72568 7.79483 -0.70 0.23 4.39
O -7.53283 -18.83690 8.97460 0.48 0.67 -2.95
O -6.63467 -19.66315 7.13272 1.43 -3.59 -1.51
H -5.48956 -19.31423 5.35101 0.53 0.73 1.07
H -6.92362 -20.00426 5.09806 -0.52 -0.56 0.52
H -8.32843 -17.91936 5.34950 -0.26 -0.86 0.33
H -6.79568 -17.33387 4.95842 0.43 0.81 0.87
C -12.60775 -21.72612 9.78357 2.07 0.22 -1.54
C -11.90100 -22.86919 10.42233 1.07 -0.53 0.35
O -12.88379 -23.30965 11.30241 -0.24 -3.18 1.40
C -13.68604 -22.35686 11.62697 -4.48 0.85 3.31
O -14.53977 -22.36189 12.54771 3.20 -0.01 -3.17
O -13.53269 -21.35259 10.76155 -0.67 1.50 -0.40
H -12.96406 -22.02955 8.79914 -1.11 0.08 0.24
H -11.85810 -20.97004 9.55018 -0.37 0.57 0.37
H -11.09306 -22.57634 11.09283 0.53 0.17 -0.57
H -11.61136 -23.70213 9.78169 0.11 0.31 -0.01
```
Forces are in eV/Å.

Properties
HOMO = -0.292 hartree
Energy above the lowest of the compared OMol25 structures with the same formula, charge and spin = 7.894 eV
SMILES = COCCNCCOC.COCCNCCOC.COCCNCCOC.COCCNCCOC.COCCNCCOC.COCCNCCOC.O=C1OCCO1.O=C1OCCO1
Total energy = -3341.3875 a.u.
LUMO energy = 0.1 eV
Gap between HOMO and LUMO = 0.295 Ha